The following is a DFT calculation (ωB97M-V/def2-TZVPD) of the ion C5H13N4S with charge +1 at a distorted geometry.

Geometry as XYZ:
```
23
Properties=species:S:1:pos:R:3:nbo_charge:R:1
S -0.08089 -1.28646 0.93933 0.784
N 2.07739 2.23766 0.41262 -0.302
N 1.48059 0.35560 -0.47617 -0.088
N 2.33846 1.04079 0.31503 -0.008
N 0.39772 0.90536 -0.95736 -0.196
C 1.46490 -1.04657 -0.30201 -0.265
C -1.05571 0.06920 0.46893 -0.299
C -0.05514 0.69507 -2.25274 -0.436
C 0.84963 -0.77102 2.32954 -0.877
C -2.23770 -0.17482 -0.30490 -0.700
H -2.54121 0.65832 -1.00543 0.270
H -0.51576 -0.34335 -2.51236 0.169
H 0.24125 -0.03342 2.88801 0.273
H -1.13566 0.78709 1.32626 0.257
H 1.10399 -1.66904 3.04508 0.295
H 2.82326 2.70183 0.89519 0.353
H 1.28399 -1.68195 -1.23641 0.267
H -2.10276 -0.86611 -1.06101 0.233
H 2.25279 -1.26750 0.33576 0.245
H -3.04241 -0.41638 0.44422 0.261
H 1.72782 -0.07978 2.33831 0.293
H -0.91681 1.45723 -2.38406 0.233
H 0.68950 0.96291 -2.86530 0.238
```

energy above the lowest of the compared OMol25 structures with the same formula, charge and spin	462.1	kJ/mol
LUMO level (spin up / spin down)	-4.4 / -4.4	eV
total charge	+1
E	-815.03296	hartree

=====

The following is a DFT calculation (ωB97M-V/def2-TZVPD) of a cluster of 2 separate species, C5H13NO in total at a distorted geometry.

Geometry as XYZ:
```
20
Properties=species:S:1:pos:R:3:nbo_charge:R:1
O -3.77698 -0.61486 -1.84913 -0.934
N 1.50924 0.14973 1.04410 -0.434
C -0.72366 0.37894 0.06077 -0.432
C 1.79242 -1.28468 1.08258 -0.412
C 0.14594 0.53429 1.37101 -0.237
C 0.37196 0.37451 -1.02472 -0.431
C 1.65088 0.76568 -0.28041 -0.223
H -1.41436 1.20710 -0.08624 0.210
H -4.25473 0.04933 -1.34392 0.469
H 2.75246 -1.37476 0.57669 0.203
H 0.56493 -0.66556 -1.31974 0.193
H 1.66256 -1.70224 2.07194 0.209
H -0.34183 -0.04797 2.16398 0.200
H 1.10088 -1.83442 0.41660 0.154
H 0.13779 1.53297 1.80551 0.199
H 0.11907 0.92112 -1.92875 0.219
H -3.08145 -0.91487 -1.29074 0.466
H -1.27617 -0.55603 0.01980 0.189
H 1.63847 1.85034 -0.14793 0.189
H 2.59649 0.45513 -0.72457 0.203
```

energy above the lowest of the compared OMol25 structures with the same formula, charge and spin	133.1	kJ/mol
LUMO level	0.8	eV
SMILES	CN1CCCC1.O
E	-328.26814	hartree